1.
Molecular formula: C10H13N2
Method: DFT, ωB97M-V/def2-TZVPD

## Properties
Strongest force on any atom ... 4.27 eV/A
Structure (SMILES) ... Cn1ccc[n+]1[C@H]1C=CC=CC1
Gap between HOMO and LUMO ... 8.91 eV
HOMO energy ... -12.410 eV

Structure (ORCA input):
```
! wB97M-V def2-TZVPD RIJCOSX def2/J DEFGRID3
* xyz 1 1
C -0.907 -2.827 -0.302
N -1.103 -1.420 -0.728
C -1.998 -1.029 -1.673
C -1.736 0.240 -1.994
C -0.611 0.617 -1.303
N -0.301 -0.401 -0.538
C 1.048 -0.299 0.524
C 1.826 0.642 -0.204
C 1.992 1.961 0.161
C 1.249 2.492 1.258
C 0.353 1.725 1.933
C 0.489 0.188 1.863
H -0.679 -2.980 0.733
H -1.859 -3.201 -0.604
H -0.165 -3.347 -0.849
H -2.882 -1.704 -1.957
H -2.255 0.890 -2.740
H -0.014 1.538 -1.264
H 1.411 -1.305 0.616
H 2.331 0.183 -1.129
H 2.528 2.598 -0.534
H 1.130 3.543 1.376
H -0.427 2.272 2.561
H 1.173 -0.168 2.644
H -0.591 -0.207 2.149
*
```

***

2.
Molecular formula: C10H13N2O6Zn
Method: DFT, ωB97M-V/def2-TZVPD

## Properties
Strongest force on any atom ... 6.65 eV/A
Gap between HOMO and LUMO (alpha / beta) ... 5.86 / 5.86 eV
HOMO energy (alpha / beta) ... -10.067 / -10.066 eV

Structure (ORCA input):
```
! wB97M-V def2-TZVPD RIJCOSX def2/J DEFGRID3
* xyz 1 1
O 2.476 -4.819 -0.629
C 1.991 -3.779 -0.616
Zn 1.159 -1.817 -0.724
O -0.377 -2.447 2.204
C 0.186 -2.304 1.211
C 2.082 -1.431 -2.537
O 1.989 -0.363 -3.007
C -0.375 -2.579 -1.881
O -1.244 -3.010 -2.506
C 2.891 -1.083 0.067
O 3.863 -0.693 0.575
H 2.599 -2.430 -2.850
C 1.353 0.784 1.849
N 0.047 1.276 1.361
C -0.615 2.215 2.213
C -0.538 0.779 0.230
O 0.069 -0.110 -0.444
N -1.599 1.244 -0.475
C -2.479 2.243 0.009
C -1.957 0.513 -1.677
H 1.558 1.287 2.804
H 2.185 1.049 1.178
H 1.370 -0.298 2.055
H -0.737 3.151 1.675
H -1.583 1.815 2.523
H 0.021 2.366 3.082
H -1.949 3.191 0.076
H -3.286 2.312 -0.709
H -2.858 1.957 0.991
H -1.213 0.582 -2.481
H -2.151 -0.556 -1.520
H -2.876 0.954 -2.051
*
```

***

3.
Molecular formula: C10H13N2OS
Method: DFT, ωB97M-V/def2-TZVPD

## Properties
Strongest force on any atom ... 3.57 eV/A
Gap between HOMO and LUMO (alpha / beta) ... 6.24 / 6.24 eV
HOMO energy (alpha / beta) ... -11.319 / -11.319 eV

Structure (ORCA input):
```
! wB97M-V def2-TZVPD RIJCOSX def2/J DEFGRID3
* xyz 1 1
C -1.121 1.785 1.381
C -1.157 2.329 0.150
C -1.478 0.031 0.139
C 2.306 1.554 0.035
C 1.726 1.057 -1.291
C 2.185 0.728 1.052
C 1.158 -0.186 -1.333
C 1.410 -0.493 1.091
C -2.004 -1.983 -1.380
C -1.605 -1.410 -0.097
N -1.370 0.446 1.385
N 1.079 -1.043 -0.226
O -1.545 -2.198 0.950
S -1.405 1.226 -1.087
H -1.243 2.350 2.301
H -1.149 3.321 -0.098
H 2.944 2.394 0.105
H 1.885 1.531 -2.293
H 2.778 0.892 1.963
H 0.810 -0.595 -2.284
H 1.956 -1.229 1.667
H 0.487 -0.345 1.594
H -3.008 -1.537 -1.674
H -1.240 -1.680 -2.033
H -2.169 -3.132 -1.363
H 1.170 -1.961 -0.510
H -1.398 -1.853 1.858
*
```

***

4.
Molecular formula: C10H13N2OS
Method: DFT, ωB97M-V/def2-TZVPD

## Properties
Strongest force on any atom ... 4.01 eV/A
Gap between HOMO and LUMO (alpha / beta) ... 7.96 / 7.95 eV
HOMO energy (alpha / beta) ... -11.597 / -11.597 eV

Structure (ORCA input):
```
! wB97M-V def2-TZVPD RIJCOSX def2/J DEFGRID3
* xyz 1 1
C 1.942 -1.477 -2.032
C 2.681 -1.315 -0.938
C 0.793 -0.551 -2.279
C 2.264 -0.258 0.066
C 0.418 0.421 -1.428
C 0.936 0.373 -0.084
C -2.256 -2.000 2.382
C -0.903 0.988 -1.614
C -1.409 1.957 -0.584
C 0.097 0.653 0.949
N -1.634 -2.984 2.596
N -1.190 1.389 0.813
O -2.713 -0.965 2.203
S 0.877 1.118 2.492
H 1.912 -2.229 -2.871
H 3.436 -1.938 -0.430
H 0.467 -0.608 -3.327
H 2.992 0.574 -0.088
H -1.002 1.624 -2.552
H -1.637 0.189 -1.672
H -0.715 2.774 -0.544
H -2.442 2.412 -0.653
H 2.446 -0.609 1.075
H -2.016 -3.925 2.672
H -1.069 2.043 1.560
H -2.025 0.880 1.031
H -0.249 1.463 3.258
*
```

***

5.
Molecular formula: C10H13N3O
Method: DFT, ωB97M-V/def2-TZVPD

## Properties
Strongest force on any atom ... 4.26 eV/A
Gap between HOMO and LUMO (alpha / beta) ... 7.12 / 7.37 eV
HOMO energy (alpha / beta) ... -6.913 / -6.939 eV

Structure (ORCA input):
```
! wB97M-V def2-TZVPD RIJCOSX def2/J DEFGRID3
* xyz 0 1
C 0.496 2.452 -0.460
C -0.987 0.962 -1.106
C 1.068 1.210 -0.212
C -2.022 -0.948 2.734
C -2.437 0.518 -0.594
C -2.180 -0.651 1.488
C -0.061 -2.314 -1.195
C 1.251 -2.206 -0.505
C 0.254 -1.120 -0.352
C 2.378 1.161 0.677
N -0.660 2.436 -1.013
N -2.240 -0.585 0.297
N 0.220 0.187 -0.555
O 3.554 1.375 -0.144
H 1.109 3.318 -0.340
H -0.852 0.934 -2.216
H -1.148 -0.871 3.336
H -2.839 -1.430 3.304
H -2.867 1.371 -0.056
H -3.051 0.265 -1.394
H -0.435 -2.272 -2.272
H -0.728 -3.087 -0.679
H 1.487 -2.882 0.311
H 2.134 -2.085 -1.172
H 2.454 1.836 1.480
H 2.599 0.128 1.037
H 3.504 2.300 -0.400
*
```

***

6.
Molecular formula: C10H13N3O2
Method: DFT, ωB97M-V/def2-TZVPD

## Properties
Strongest force on any atom ... 4.44 eV/A
Structure (SMILES) ... CCOc1ccc2c(c1)nnn2CCO
Gap between HOMO and LUMO ... 8.86 eV
HOMO energy ... -8.446 eV

Structure (ORCA input):
```
! wB97M-V def2-TZVPD RIJCOSX def2/J DEFGRID3
* xyz 0 1
C 2.219 -4.410 1.577
C 2.001 -2.833 1.650
O 1.326 -2.650 0.469
C 0.845 -1.399 0.184
C -0.346 -1.395 -0.491
C -0.860 -0.178 -0.930
C -0.125 1.037 -0.713
C 1.090 0.975 0.035
C 1.608 -0.218 0.438
N 1.584 2.248 0.152
N 0.761 3.079 -0.341
N -0.337 2.413 -0.860
C -1.447 3.035 -1.623
C -2.693 2.834 -0.820
O -3.638 3.945 -0.792
H 2.527 -4.881 2.491
H 1.198 -4.867 1.455
H 2.814 -4.636 0.675
H 1.490 -2.663 2.594
H 2.883 -2.239 1.816
H -0.891 -2.308 -0.837
H -1.765 0.020 -1.624
H 2.585 -0.127 0.997
H -1.048 4.098 -1.640
H -1.497 2.652 -2.683
H -2.424 2.495 0.226
H -3.447 2.100 -1.262
H -4.412 3.875 -0.145
*
```

***

7.
Molecular formula: C10H13N3O5Sc
Method: DFT, ωB97M-V/def2-TZVPD

## Properties
Strongest force on any atom ... 11.19 eV/A
Gap between HOMO and LUMO ... 4.94 eV
HOMO energy ... -19.270 eV

Structure (ORCA input):
```
! wB97M-V def2-TZVPD RIJCOSX def2/J DEFGRID3
* xyz 3 1
O 0.757 -2.256 3.148
C 0.496 -1.278 2.595
Sc -0.191 1.130 -0.274
O -1.720 -2.166 -0.464
C -1.181 -1.149 -0.289
C -0.703 1.006 -2.265
O -0.919 0.794 -3.390
C 1.253 -0.808 -0.872
O 1.840 -1.720 -1.266
C -2.310 0.687 0.741
O -3.403 0.509 1.114
C 4.341 2.191 0.200
N 3.483 3.225 0.764
C 4.132 4.492 1.069
C 2.138 2.981 0.878
N 1.703 1.756 0.563
N 1.179 3.863 1.239
C 1.314 5.214 1.753
C -0.203 3.404 1.237
H 5.332 2.650 0.106
H 4.023 1.861 -0.804
H 4.429 1.317 0.867
H 3.786 5.304 0.411
H 4.032 4.748 2.136
H 5.198 4.326 0.866
H 2.499 1.160 0.420
H 0.667 5.917 1.222
H 1.019 5.291 2.804
H 2.307 5.665 1.700
H -0.530 3.180 0.216
H -0.316 2.558 1.897
H -0.857 4.189 1.603
*
```

***

8.
Molecular formula: C10H13N5
Method: DFT, ωB97M-V/def2-TZVPD

## Properties
Strongest force on any atom ... 2.95 eV/A
Structure (SMILES) ... CCC/N=C(/NC#N)Nc1cccnc1
Gap between HOMO and LUMO ... 9.72 eV
HOMO energy ... -9.059 eV

Structure (ORCA input):
```
! wB97M-V def2-TZVPD RIJCOSX def2/J DEFGRID3
* xyz 0 1
C -1.637 -3.113 0.076
C -1.034 -2.299 1.184
C 0.488 -2.406 1.142
N 1.141 -1.192 1.638
C 1.299 -0.195 0.904
N 2.025 0.902 1.370
C 2.486 2.022 0.804
N 2.793 2.924 0.120
N 0.897 -0.123 -0.394
C 0.294 1.029 -0.963
C -0.428 1.862 -0.086
C -1.106 3.005 -0.605
C -0.849 3.326 -1.907
N -0.098 2.533 -2.727
C 0.463 1.382 -2.296
H -1.668 -2.584 -0.884
H -1.110 -4.026 -0.099
H -2.728 -3.366 0.221
H -1.229 -1.193 1.189
H -1.418 -2.741 2.168
H 0.770 -2.469 0.095
H 0.964 -3.208 1.772
H 2.067 0.787 2.375
H 0.426 -0.959 -0.693
H -0.646 1.607 0.953
H -1.775 3.538 0.052
H -1.289 4.177 -2.344
H 0.902 0.780 -3.064
*
```